Model a:
Here is a 3-piece molecular cluster, C9H20NP overall from the OMol25 dataset. Energies are from ωB97M-V with the def2-TZVPD basis set.

Atoms and positions in Å:
1 C -1.789 -0.018 0.872
2 H -1.663 0.507 1.863
3 H -4.318 0.541 -0.492
4 H -0.868 -0.509 0.593
5 H -2.632 -0.755 1.179
6 C 1.675 -2.411 -1.332
7 H 3.400 -1.923 2.098
8 H 2.862 -0.682 -1.529
9 C -1.246 2.025 -0.266
10 H -2.587 0.469 -2.441
11 N 1.562 -0.246 0.051
12 P -0.382 3.305 -0.386
13 H -3.858 1.386 1.024
14 H 1.701 -2.965 -2.283
15 C -2.104 0.039 -1.603
16 H 2.314 -2.861 -0.620
17 C -3.668 1.309 -0.056
18 H 2.423 2.385 1.764
19 H 3.409 -2.375 2.688
20 C 1.889 -0.891 -1.275
21 H -3.969 2.317 -0.541
22 H 3.459 0.611 0.094
23 H 0.661 -2.648 -1.002
24 C -2.169 0.938 -0.285
25 H 1.075 1.384 2.005
26 H -2.605 -0.903 -1.405
27 H -1.085 -0.175 -1.769
28 H 2.671 0.846 2.626
29 C 2.465 0.411 0.586
30 H 1.183 -0.440 -1.962
31 C 2.197 1.329 1.803

Output
Molar mass = 173.24 g/mol
HOMO = -9.2 eV
Orbital gap = 10.061 eV
LUMO energy = 0.90 eV
Multiplicity = 1

***

Model b:
Here is one molecule with the formula C9H20NP from the OMol25 dataset. Energies are from ωB97M-V with the def2-TZVPD basis set.

Atoms and positions in Å:
1 C -2.013 -0.002 -0.058
2 C 1.947 -0.140 -0.180
3 H -0.017 2.253 1.172
4 H -4.180 0.745 -0.341
5 C 2.421 -0.830 1.086
6 H -2.546 -1.846 0.757
7 H 3.370 -1.309 1.122
8 H 0.970 -1.875 -1.004
9 H 1.734 -1.599 1.582
10 H -2.358 1.801 1.478
11 C -2.139 0.676 1.313
12 H -1.221 0.550 1.885
13 H 2.895 1.094 -1.623
14 N 0.889 1.723 0.953
15 P -0.683 0.855 -1.109
16 H 1.225 -0.453 -2.158
17 H -2.967 0.232 1.949
18 C 3.122 0.694 -0.611
19 H 2.576 -1.589 -1.685
20 C 0.801 0.857 0.024
21 C 1.675 -1.164 -1.338
22 H -1.516 -2.027 -0.823
23 H -0.924 2.194 -0.749
24 H -3.845 -0.704 -1.232
25 H 3.386 1.583 0.177
26 H -0.753 -1.553 0.731
27 C -3.335 0.237 -0.865
28 C -1.756 -1.484 0.182
29 H -3.091 0.965 -1.656
30 H 4.106 0.158 -0.784
31 H 2.230 -0.039 1.805

Output
Molar mass = 173.24 g/mol
HOMO = -8.6 eV
Orbital gap = 9.399 eV
LUMO energy = 0.78 eV
Multiplicity = 1

***

The calculated energies rank the structures as follows, beginning with the most stable: model b, model a.

***

Model a:
Here is an isolated ion of composition C4H8N3 and charge +1 from the OMol25 dataset. Energies are from ωB97M-V with the def2-TZVPD basis set.

Atoms and positions in Å:
1 H -1.863 -1.572 -1.071
2 H -2.396 1.095 0.664
3 H -0.797 2.922 0.414
4 N 1.626 -0.395 0.491
5 H 1.802 0.600 -1.385
6 H 3.271 -0.656 -0.813
7 C -0.786 -0.324 0.283
8 N 0.479 -0.065 0.493
9 H 2.896 1.138 -0.240
10 C -1.522 -1.568 -0.021
11 C 2.495 0.120 -0.534
12 H -2.430 -1.662 0.578
13 H -0.877 -2.451 0.200
14 C -0.498 1.889 0.468
15 N -1.401 0.929 0.474

Output
Molar mass = 98.13 g/mol
HOMO (spin up / spin down) = -13.3 / -13.3 eV
Charge = +1
Orbital gap (spin up / spin down) = 8.112 / 8.109 eV
LUMO energy (spin up / spin down) = -5.18 / -5.18 eV
Multiplicity = 1

***

Model b:
Here is a 2-piece molecular cluster, C4H8N3 overall from the OMol25 dataset. Energies are from ωB97M-V with the def2-TZVPD basis set.

Atoms and positions in Å:
1 H 3.816 -1.140 -0.255
2 H 0.158 1.624 -0.345
3 C -1.806 0.375 -0.481
4 H -1.789 0.637 -1.506
5 H -2.717 0.640 -0.018
6 C 3.478 -0.139 -0.266
7 H 4.216 0.619 -0.314
8 C -1.324 -0.923 -0.158
9 H -1.451 -1.803 -0.986
10 C -0.483 0.909 0.232
11 N -0.006 -0.554 0.192
12 N 2.390 0.353 0.029
13 H -0.749 1.132 1.268
14 H -1.852 -1.397 0.789
15 N 0.969 -1.239 0.359

Output
Molar mass = 98.13 g/mol
HOMO (spin up / spin down) = -14.3 / -15.1 eV
Charge = +1
Orbital gap (spin up / spin down) = 8.282 / 9.662 eV
LUMO energy (spin up / spin down) = -5.99 / -5.39 eV
Multiplicity = 1

***

Model c:
Here is an isolated ion of composition C4H8N3 and charge +1 from the OMol25 dataset. Energies are from ωB97M-V with the def2-TZVPD basis set.

Atoms and positions in Å:
1 N 1.462 -1.138 0.111
2 C 1.960 0.206 -0.159
3 C -0.886 0.634 -0.404
4 H -0.771 -0.669 1.311
5 H -0.082 1.434 1.447
6 H -1.792 -1.079 0.084
7 H 2.210 -1.936 0.102
8 H -1.964 0.924 -0.475
9 H 0.083 -2.200 -0.929
10 H -0.326 2.694 0.009
11 C 0.060 1.655 0.253
12 N 1.331 1.285 -0.113
13 H -0.583 0.580 -1.486
14 N -0.867 -0.702 0.322
15 C 0.167 -1.688 -0.072

Output
Molar mass = 98.13 g/mol
HOMO (spin up / spin down) = -13.2 / -13.5 eV
Charge = +1
Orbital gap (spin up / spin down) = 7.701 / 8.556 eV
LUMO energy (spin up / spin down) = -5.46 / -4.91 eV
Multiplicity = 1

***

Model d:
Here is an isolated ion of composition C4H8N3 and charge +1 from the OMol25 dataset. Energies are from ωB97M-V with the def2-TZVPD basis set.

Atoms and positions in Å:
1 C 1.985 1.148 -0.179
2 C -2.226 0.069 0.358
3 H 1.894 1.530 0.854
4 C 1.315 -0.536 -0.104
5 C -3.428 0.384 -0.259
6 H 3.093 -1.512 -0.143
7 H 1.198 1.728 -0.742
8 H -3.466 0.570 -1.251
9 H -4.341 0.438 0.286
10 N 0.041 -0.517 0.004
11 H -2.044 -0.067 1.435
12 N -1.056 -0.172 -0.410
13 N 2.153 -1.547 0.127
14 H 2.998 0.906 -0.601
15 H 1.884 -2.422 0.624

Output
Molar mass = 98.13 g/mol
HOMO = -13.7 eV
Charge = +1
Orbital gap = 8.094 eV
LUMO energy = -5.57 eV
Multiplicity = 1

***

The calculated energies rank the structures as follows, beginning with the most stable: model d, model c, model a, model b.

***

Model a:
Here is C4H8N3 as an isolated structure from the OMol25 dataset. Energies are from ωB97M-V with the def2-TZVPD basis set.

Atoms and positions in Å:
1 C -2.270 0.665 -0.748
2 C -0.940 0.785 -1.075
3 H 1.676 0.761 -1.714
4 N 1.965 0.078 -0.892
5 H -0.767 -1.432 1.253
6 H 1.569 -2.582 -2.194
7 H 2.254 -2.204 -2.303
8 N -2.416 -0.351 0.239
9 C 1.121 -0.657 -0.231
10 H -0.430 1.317 -1.831
11 H -3.243 -0.787 0.477
12 H -3.085 1.033 -1.336
13 N -0.312 -0.149 -0.338
14 C -1.204 -0.792 0.425
15 H 3.060 -0.102 -0.886

Output
Molar mass = 98.13 g/mol
HOMO = -13.8 eV
Charge = +1
Orbital gap = 9.956 eV
LUMO energy = -3.84 eV
Multiplicity = 1

***

Model b:
Here is a 2-piece molecular cluster, C4H8N3 overall from the OMol25 dataset. Energies are from ωB97M-V with the def2-TZVPD basis set.

Atoms and positions in Å:
1 N -0.032 -0.086 -0.054
2 H 2.733 1.360 0.117
3 H 3.156 -1.066 0.139
4 N -2.240 0.023 0.726
5 C 0.841 -1.178 0.088
6 H -1.637 0.770 -1.747
7 H -3.225 -0.077 0.603
8 H -1.625 -1.292 -0.669
9 N 2.005 0.698 0.065
10 H -2.203 0.919 1.098
11 H 0.504 -2.254 0.079
12 C 0.723 1.047 -0.078
13 C 2.090 -0.660 0.115
14 C -1.390 -0.228 -0.351
15 H 0.301 2.023 -0.131

Output
Molar mass = 98.13 g/mol
HOMO = -13.3 eV
Charge = +1
Orbital gap = 9.274 eV
LUMO energy = -3.99 eV
Multiplicity = 1

***

Model c:
Here is an isolated ion of composition C4H8N3 and charge +1 from the OMol25 dataset. Energies are from ωB97M-V with the def2-TZVPD basis set.

Atoms and positions in Å:
1 C -0.992 -0.937 0.212
2 H -2.768 0.197 -0.392
3 C -1.774 0.148 -0.115
4 C -1.083 1.402 -0.209
5 N -1.057 -2.093 -0.394
6 H 3.141 0.314 -0.452
7 H 2.630 1.621 0.777
8 H -0.575 -2.856 0.134
9 N 0.236 1.496 -0.051
10 H 2.321 0.031 1.065
11 H -1.731 -2.350 -1.075
12 C 2.337 0.748 0.224
13 N 1.041 0.629 -0.324
14 H -0.065 -0.715 0.756
15 H -1.659 2.366 -0.156

Output
Molar mass = 98.13 g/mol
HOMO (spin up / spin down) = -13.7 / -13.7 eV
Charge = +1
Orbital gap (spin up / spin down) = 7.994 / 7.995 eV
LUMO energy (spin up / spin down) = -5.67 / -5.67 eV
Multiplicity = 1

***

The calculated energies rank the structures as follows, beginning with the most stable: model b, model a, model c.

***

Model a:
Here is an isolated ion of composition C3H8NOS and charge +1 from the OMol25 dataset. Energies are from ωB97M-V with the def2-TZVPD basis set.

Atoms and positions in Å:
1 H -0.769 -0.773 2.613
2 O 0.424 0.616 1.565
3 H 1.498 -0.113 -0.633
4 H 0.390 0.319 -2.009
5 H -1.381 0.726 0.072
6 H -1.343 -1.345 -0.915
7 C -0.213 0.917 -0.011
8 H 0.226 -2.155 -1.348
9 C 0.609 1.808 0.832
10 H 1.641 1.991 0.428
11 N -0.288 -1.360 -0.935
12 H 0.243 2.693 1.284
13 S -0.600 0.487 2.853
14 C 0.414 -0.133 -0.926

Output
Molar mass = 106.17 g/mol
HOMO = -13.4 eV
Charge = +1
Orbital gap = 8.448 eV
LUMO energy = -4.95 eV
Multiplicity = 1

***

Model b:
Here is a 2-piece molecular cluster, C3H8NOS overall from the OMol25 dataset. Energies are from ωB97M-V with the def2-TZVPD basis set.

Atoms and positions in Å:
1 H 0.394 -0.117 3.009
2 H 1.075 -0.790 -0.387
3 H -0.875 0.235 2.142
4 O -0.360 0.947 -2.497
5 C 0.568 -1.357 1.519
6 C -1.336 1.658 -2.892
7 H -1.549 2.464 -2.238
8 H 0.547 0.891 1.648
9 N 1.047 -1.586 0.336
10 C 0.187 -0.043 2.051
11 S 0.642 1.225 -1.166
12 H -1.945 1.207 -3.688
13 H 0.263 -2.273 2.130
14 H 1.342 -2.461 0.034

Output
Molar mass = 106.17 g/mol
HOMO (spin up / spin down) = -12.5 / -12.5 eV
Charge = +1
Orbital gap (spin up / spin down) = 7.862 / 7.861 eV
LUMO energy (spin up / spin down) = -4.62 / -4.62 eV
Multiplicity = 1

***

The calculated energies rank the structures as follows, beginning with the most stable: model b, model a.

***

Model a:
Here is a 2-piece molecular cluster, C3H8NOS overall from the OMol25 dataset. Energies are from ωB97M-V with the def2-TZVPD basis set.

Atoms and positions in Å:
1 H 0.111 1.400 1.068
2 H -1.460 -2.468 2.962
3 H 1.011 2.535 -1.437
4 H 0.164 -1.326 -1.713
5 C 0.220 -0.385 -1.308
6 N -0.564 0.050 -0.374
7 H -1.291 -0.620 0.039
8 O 1.091 0.450 -1.712
9 H 2.111 1.558 -0.368
10 C -0.204 1.347 0.069
11 S -2.043 -2.760 1.764
12 H -2.328 -4.079 1.709
13 C 1.039 1.591 -0.846
14 H -1.016 2.223 -0.175

Output
Molar mass = 106.17 g/mol
HOMO = -13.2 eV
Charge = +1
Orbital gap = 9.190 eV
LUMO energy = -4.03 eV
Multiplicity = 1

***

Model b:
Here is a 2-piece molecular cluster, C3H8NOS overall from the OMol25 dataset. Energies are from ωB97M-V with the def2-TZVPD basis set.

Atoms and positions in Å:
1 N 2.867 -0.580 0.224
2 H 3.102 -0.318 1.226
3 C 1.934 0.467 -0.227
4 O 0.697 0.452 0.295
5 C -3.354 0.355 0.719
6 H 3.673 -0.617 -0.556
7 H 0.490 -0.783 -1.380
8 H 0.198 1.063 -1.485
9 S -2.291 -0.286 -0.502
10 H -4.443 0.391 0.247
11 H -3.023 1.407 0.676
12 H 2.464 -1.667 0.229
13 H -3.141 -0.136 1.667
14 C 0.828 0.254 -1.132

Output
Molar mass = 106.17 g/mol
HOMO (spin up / spin down) = -12.1 / -11.7 eV
Charge = +1
Orbital gap (spin up / spin down) = 6.008 / 7.065 eV
LUMO energy (spin up / spin down) = -6.05 / -4.60 eV
Multiplicity = 1

***

The calculated energies rank the structures as follows, beginning with the most stable: model a, model b.

***

Model a:
Here is a 10-piece molecular cluster, C3H24NO11 overall from the OMol25 dataset. Energies are from ωB97M-V with the def2-TZVPD basis set.

Atoms and positions in Å:
1 H -2.918 0.550 2.254
2 O -1.527 0.907 -3.425
3 H -1.912 -4.192 0.492
4 O -1.433 3.265 -0.621
5 O 0.617 0.689 1.981
6 H -1.698 3.854 -1.341
7 H -0.478 -1.355 1.604
8 O 2.352 1.909 -3.207
9 O 0.427 -0.667 -0.243
10 H 1.431 -1.021 2.109
11 O 2.119 3.137 0.425
12 O 1.271 -0.581 -2.778
13 O -2.906 1.386 1.885
14 H -2.852 1.216 0.832
15 C -1.462 -3.473 1.175
16 H 1.088 -0.618 -1.775
17 H 3.130 1.073 1.698
18 H -2.526 -0.752 -0.205
19 H -2.279 -3.441 2.013
20 O -0.263 -2.496 -1.361
21 O 1.894 -1.604 2.858
22 N -2.379 -1.137 0.727
23 H -0.518 3.366 -0.469
24 H 0.660 -1.196 -3.126
25 H 1.565 1.961 -3.810
26 H 2.028 2.862 -0.506
27 C -1.189 -1.991 0.865
28 C -0.197 -1.779 -0.355
29 H 3.418 0.717 0.290
30 H 2.314 0.921 -3.001
31 H -0.959 0.117 -3.568
32 H -0.695 -3.947 1.794
33 H 0.583 0.254 0.894
34 H -3.214 -1.644 0.922
35 O 3.777 0.964 1.090
36 H -1.294 1.072 -2.440
37 H 2.613 -1.145 3.153
38 H 1.545 2.450 0.841
39 H -0.135 0.367 2.329

Output
Molar mass = 250.22 g/mol
HOMO = -6.3 eV
Charge = -1
Orbital gap = 9.124 eV
LUMO energy = 2.84 eV
Multiplicity = 1

***

Model b:
Here is a 10-piece molecular cluster, C3H24NO11 overall from the OMol25 dataset. Energies are from ωB97M-V with the def2-TZVPD basis set.

Atoms and positions in Å:
1 H -2.324 1.850 0.352
2 O 0.156 -4.080 -1.410
3 H -0.017 0.125 1.778
4 O -1.135 0.715 -0.432
5 H 3.316 -0.426 1.817
6 O -1.744 2.798 -2.712
7 H -0.643 -3.612 -1.648
8 O -0.455 4.168 1.564
9 H -0.090 3.814 2.334
10 H -2.219 -2.699 0.796
11 H -1.139 3.571 1.189
12 H 0.601 -3.774 -0.609
13 C 1.259 -2.140 2.425
14 H -2.153 -0.210 -1.277
15 H 2.184 -1.959 -2.580
16 O 1.323 -1.866 -3.000
17 H 0.562 1.468 0.077
18 O 2.484 3.557 0.669
19 O -2.623 -0.701 -2.019
20 H 0.715 0.040 -1.158
21 H -1.709 2.198 -1.957
22 C 0.926 -1.501 1.076
23 O -2.863 -3.006 0.150
24 H 2.317 -1.899 2.523
25 O -2.638 2.587 0.926
26 H 1.622 3.370 1.058
27 H 2.921 0.166 3.073
28 H 0.758 -2.284 -2.332
29 H -2.904 3.179 0.243
30 H 2.921 2.708 0.833
31 H 0.671 -1.723 3.248
32 O 3.584 0.294 2.399
33 H -0.927 3.272 -2.793
34 O 1.408 -2.102 0.102
35 C 0.163 0.534 -0.359
36 H -2.757 -2.380 -0.580
37 H -2.412 -0.329 -2.860
38 H 1.306 -3.215 2.492
39 N 0.563 -0.225 1.029

Output
Molar mass = 250.22 g/mol
HOMO = -5.9 eV
Charge = -1
Orbital gap = 8.355 eV
LUMO energy = 2.50 eV
Multiplicity = 1

***

The calculated energies rank the structures as follows, beginning with the most stable: model b, model a.